# 1
This record from the OMol25 dataset describes the ion C20H33BBrClF9N4O2S with charge +1. The level of theory is ωB97M-V/def2-TZVPD.

Each line ends with the Löwdin charge.
Atoms and positions in Å:
H (3.60817, 0.73349, 2.24267)  0.0421
N (4.26051, 1.00014, 1.49932)  0.1802
C (3.65104, 1.19657, 0.40512)  -0.4119
C (4.46562, 1.55061, -0.80417)  -0.0195
C (2.15386, 1.07479, 0.19105)  -0.0896
C (1.48658, -0.08290, 0.94373)  -0.2155
C (1.06587, -1.18503, -0.05597)  -0.2302
C (2.35545, -1.95122, -0.39004)  -0.6172
Br (2.92671, -3.12445, 1.06952)  0.8513
C (2.44522, -2.65500, -1.73111)  -0.2812
C (2.23539, -1.71100, -2.90618)  -0.0729
C (-0.17946, -2.00430, 0.38358)  -0.1923
C (-0.29100, -3.40930, -0.21078)  -0.1722
C (-1.72332, -3.98109, 0.01581)  -0.0466
C (-0.47511, -2.06387, 1.87686)  -0.2705
O (0.09696, -3.20407, 2.54065)  -0.0088
C (-0.77268, -3.89559, 3.22458)  -0.3193
N (-1.61718, -4.52147, 3.75972)  0.2091
N (-0.01746, -0.87762, 2.67140)  -0.2735
Cl (-1.16842, -0.59847, 3.96796)  0.9491
C (0.36019, 0.35981, 1.92382)  -0.2716
C (-0.78816, 1.18258, 1.29734)  -0.0941
C (-2.18243, 0.55867, 1.05940)  -0.1561
C (-2.56676, 0.48420, -0.44406)  -0.1744
C (-3.74513, 1.37218, -0.82113)  -0.0695
C (-3.44502, 2.85922, -0.86074)  -0.4386
F (-4.51400, 3.49705, -0.28311)  0.1125
F (-2.37870, 3.20262, -0.09607)  0.1199
C (-3.36445, 3.53833, -2.25546)  -0.4155
F (-4.56111, 3.38920, -2.86069)  0.1348
F (-3.16562, 4.85848, -2.06160)  0.1374
S (-2.03010, 2.89468, -3.43953)  0.7601
F (-2.84041, 3.43153, -4.67275)  -0.1018
F (-2.78648, 1.51318, -3.53801)  -0.1190
F (-1.16682, 2.36069, -2.21307)  -0.1526
F (-1.23156, 4.24991, -3.37788)  -0.1136
F (-0.93303, 2.32051, -4.40324)  -0.1007
B (1.13040, 1.29677, 3.00083)  -0.6020
N (1.48218, 2.67248, 2.80947)  0.2271
O (1.55973, 0.70519, 4.17992)  0.1217
H (5.47810, 1.21955, -0.63325)  0.0868
H (4.08791, 0.96627, -1.63842)  0.0641
H (4.41302, 2.60593, -1.03600)  0.0932
H (1.66444, 2.02769, 0.32482)  0.1161
H (2.03585, 0.88123, -0.87113)  0.1142
H (2.24205, -0.54233, 1.58592)  0.0968
H (0.76188, -0.69625, -0.97340)  0.1292
H (3.14435, -1.20918, -0.41113)  0.0781
H (3.47301, -2.99664, -1.81037)  0.1091
H (1.84062, -3.54687, -1.80716)  0.0959
H (1.21658, -1.34587, -2.96219)  0.0700
H (2.42738, -2.26825, -3.81468)  0.0851
H (2.94280, -0.89058, -2.88707)  0.0711
H (-1.02889, -1.48323, -0.04277)  0.1169
H (-0.17889, -3.32487, -1.28029)  0.1128
H (0.39966, -4.09890, 0.24510)  0.0856
H (-2.42566, -3.21173, 0.31905)  0.0723
H (-2.11036, -4.35810, -0.92172)  0.0810
H (-1.72764, -4.80709, 0.71239)  0.0761
H (-1.54053, -2.16984, 1.99799)  0.1179
H (0.83022, -1.19309, 3.16611)  0.1530
H (-0.93580, 2.07823, 1.88712)  0.1126
H (-0.43554, 1.55221, 0.34422)  0.1064
H (-2.36801, -0.39983, 1.52465)  0.0734
H (-2.90605, 1.22948, 1.50386)  0.1159
H (-1.69968, 0.61653, -1.07828)  0.0915
H (-2.90182, -0.53527, -0.62020)  0.1112
H (-4.19951, 1.02417, -1.73719)  0.1243
H (-4.50672, 1.22801, -0.06555)  0.1382
H (2.48201, 2.79262, 2.68395)  0.1033
H (1.01107, 3.14842, 2.05103)  0.0822
H (0.95940, 0.88487, 4.90471)  0.1013

The value obtained for the HOMO-LUMO gap is 8.7075 eV. The SMILES is [H]/N=C(/C)C[C@@H]1[C@@H]([C@@H](Br)CC)[C@@H](CC)[C@@H](OC#N)[N@H+](Cl)[C@@]1(CCCCC(F)(F)C(F)(F)S(F)(F)(F)(F)F)B(N)O. The charge is +1.

---

# 2
This record from the OMol25 dataset describes a structure of composition C20H33BClFKN3O3. The level of theory is ωB97M-V/def2-TZVPD.

Each line ends with the Löwdin charge.
Atoms and positions in Å:
C (-3.66288, 1.74575, -4.01133)  -0.1263
C (-3.10516, 2.10647, -2.49245)  -0.1910
C (-4.05515, 2.46771, -1.20367)  -0.0408
C (-3.32646, 2.78175, 0.24199)  -0.0158
C (-1.70007, 2.72465, 0.50616)  -0.0584
C (-1.17643, 3.07074, 2.02063)  -0.3601
C (-0.61693, 4.64241, 2.01450)  -0.1138
C (-0.10423, 1.99714, 2.64688)  -0.0871
C (-0.73479, 2.34579, -0.78503)  -0.0864
O (0.75292, 2.25666, -0.62793)  -0.1431
C (1.18051, 1.04706, -1.34933)  -0.1628
C (2.60159, 0.39994, -0.82294)  -0.1662
O (2.62457, 0.40903, 0.67661)  -0.0400
B (2.07741, -0.92216, 1.01442)  -0.8330
C (1.69642, -1.29147, 2.57159)  -0.1067
C (0.07719, -1.67552, 2.73215)  -0.2168
C (-0.10747, -3.30351, 2.79626)  -0.1834
C (-1.19873, -3.92256, 1.74064)  -0.2388
N (-1.30765, -3.18708, 0.42336)  -0.0398
C (-2.53844, -2.31220, 0.33444)  -0.3819
N (-3.83746, -2.69510, 0.56067)  0.0764
N (-2.33374, -0.84662, -0.09507)  0.0647
O (2.94336, -1.82783, 0.22620)  -0.0424
C (2.83512, -1.22143, -1.14190)  -0.5732
Cl (1.61954, -2.05657, -2.30520)  0.6148
C (4.27256, -1.67127, -1.81575)  -0.2679
C (4.39501, -1.17831, -3.40650)  -0.0925
F (5.45923, -1.30142, -1.01050)  -0.2813
C (-1.46036, 2.06336, -2.23253)  0.0137
H (-4.79402, 2.02660, -4.12375)  0.0773
H (-3.51778, 0.59136, -4.17335)  0.0771
H (-2.98168, 2.32018, -4.78696)  0.0804
H (-5.22224, 2.50353, -1.28114)  0.0804
H (-4.04499, 3.05746, 1.14200)  0.0920
H (-2.12548, 3.04834, 2.74447)  0.1311
H (0.47892, 4.57560, 1.57042)  0.0858
H (-1.27052, 5.30142, 1.27041)  0.0853
H (-0.58988, 5.11254, 3.10771)  0.0828
H (0.80842, 1.79319, 1.94067)  0.0827
H (-0.67219, 1.02133, 2.95589)  0.0741
H (0.35641, 2.46368, 3.64317)  0.0946
H (1.28717, 1.34394, -2.48929)  0.1282
H (0.35519, 0.22387, -1.17881)  0.0998
H (3.57005, 0.89306, -1.29937)  0.1563
H (1.02573, -1.06702, 0.47093)  0.0833
H (2.35238, -2.17884, 3.02389)  0.0993
H (1.89213, -0.37318, 3.30878)  0.0999
H (-0.59013, -1.12758, 1.94237)  0.0743
H (-0.23911, -1.22635, 3.79150)  0.1012
H (0.94442, -3.81453, 2.69434)  0.1042
H (-0.52877, -3.54532, 3.88675)  0.1111
H (-0.81617, -5.02161, 1.47445)  0.1194
H (-2.23955, -4.09123, 2.28779)  0.1104
H (-1.25781, -3.84132, -0.40437)  0.1189
H (-3.81956, -3.70880, 0.80749)  0.0206
H (-2.52568, -0.88492, -1.14078)  0.0818
H (-1.32545, -0.57801, -0.03489)  0.0293
H (4.24613, -2.86239, -1.87584)  0.1571
H (4.23392, -2.13447, -4.09825)  0.1028
H (3.60746, -0.34028, -3.65277)  0.0945
H (5.51213, -0.81088, -3.54307)  0.0207
H (-0.81043, 1.76643, -3.18302)  0.0921
K (7.43148, -1.08119, -2.00374)  1.0313

The value obtained for the HOMO-LUMO gap is 5.2373 eV.

---

# 3
This record from the OMol25 dataset describes a structure of composition C20H33Cl2N2O4Y. The level of theory is ωB97M-V/def2-TZVPD.

Each line ends with the Löwdin charge.
Atoms and positions in Å:
O (0.21156, -2.48127, -0.35156)  -0.2467
C (0.54400, -2.58695, -1.61595)  -0.4806
C (1.97605, -3.15043, -1.76399)  -0.1870
C (2.99687, -2.77361, -0.89195)  -0.0578
H (2.78947, -2.02074, -0.12475)  0.0661
C (4.27348, -3.32875, -1.02721)  -0.0881
H (5.05346, -3.02527, -0.33019)  0.0958
C (4.52874, -4.26218, -2.03514)  -0.1136
H (5.51735, -4.71099, -2.12339)  0.0913
C (3.51305, -4.60758, -2.92962)  -0.1026
H (3.69900, -5.30857, -3.74090)  0.0916
C (2.23417, -4.06422, -2.78394)  -0.0519
H (1.41261, -4.32225, -3.45782)  0.1081
H (-0.11270, -3.33021, -2.13830)  0.1220
C (-1.15235, -1.12667, -3.06856)  -0.1170
C (0.24112, -1.17962, -2.50500)  -0.3478
H (-1.18839, -1.40847, -4.13433)  0.0902
H (-1.54859, -0.09914, -2.99275)  0.0174
H (-1.81190, -1.81657, -2.53401)  0.0687
C (1.29914, -0.56827, -3.08658)  -0.2018
C (1.29023, 0.12397, -4.41860)  -0.1054
H (2.29087, -0.61146, -2.62394)  0.0722
H (1.83606, -0.45594, -5.18724)  0.0886
H (1.80045, 1.09304, -4.33439)  0.0683
H (0.27253, 0.29716, -4.79932)  0.0615
Y (0.03328, 0.57427, -0.57141)  1.0468
Cl (2.57904, 0.74051, -0.26561)  -0.0431
Cl (-0.51170, 2.21889, -2.42847)  -0.0148
C (0.18325, 3.49725, 0.51978)  -0.3049
O (-0.49864, 2.44040, 0.64940)  -0.2030
N (-0.14741, 4.64240, 1.09478)  -0.1709
C (-1.38807, 4.78927, 1.84675)  -0.0156
C (0.61054, 5.85882, 0.84912)  -0.0310
H (1.09932, 3.48680, -0.09506)  0.1215
H (-1.84673, 3.81040, 1.98525)  0.0888
H (-2.07193, 5.45380, 1.30245)  0.1024
H (-1.15107, 5.24451, 2.81413)  0.0944
H (1.55045, 5.58851, 0.35991)  0.0970
H (0.81773, 6.36220, 1.79960)  0.0939
H (0.05096, 6.54649, 0.19951)  0.1009
H (-5.42456, 0.08486, 0.15576)  0.0980
H (-5.37296, -2.56498, 1.07975)  0.0930
C (-4.82434, -0.38128, -0.63742)  -0.0180
C (-4.64827, -2.70487, 0.26748)  -0.0330
N (-3.99847, -1.44750, -0.07914)  -0.1683
H (-4.17028, 0.36561, -1.09260)  0.0921
C (-2.69180, -1.24224, 0.10960)  -0.2276
O (-2.10025, -0.21920, -0.34146)  -0.1678
H (-3.88362, -3.42052, 0.57973)  0.0963
H (-2.13704, -2.01629, 0.66051)  0.1472
H (-5.50621, -0.81060, -1.37880)  0.0938
H (-5.18982, -3.09952, -0.60166)  0.0953
C (-0.52381, 0.17803, 4.25213)  -0.0073
C (0.31575, 0.46026, 3.03262)  -0.4336
C (1.60163, 1.18366, 3.30823)  -0.0174
O (-0.05216, 0.10562, 1.90588)  -0.0496
H (-0.01798, 0.51629, 5.16211)  0.0777
H (-0.71104, -0.90031, 4.31593)  0.0993
H (-1.49046, 0.69117, 4.16620)  0.0937
H (2.33748, 0.99383, 2.51834)  0.0439
H (1.41123, 2.26934, 3.36757)  0.1001
H (1.99012, 0.86668, 4.28785)  0.0879

The value obtained for the energy relative to the best compared isomer or geometry (same formula, charge and spin) is 30.8 kcal/mol. The value obtained for the HOMO-LUMO gap is 6.6950 eV.

---

Let's list max |F| in order: 3.27; 5.57; 2.98 eV/Å.
Let's list HOMO energy in order: -13.0; -7.1; -6.6 eV.